{
  "formula": "C3H6FNS",
  "method": "ωB97M-V/def2-TZVPD",
  "symbols": ["F", "C", "C", "N", "S", "C", "H", "H", "H", "H", "H", "H"],
  "coordinates": [[2.059, -0.929, 0.035], [1.243, 0.136, -0.029], [0.119, 0.026, 0.983], [-0.860, 0.272, -0.080], [-2.365, -0.521, -0.013], [0.195, 0.042, -1.126], [1.771, 1.025, -0.103], [0.142, -1.072, 1.346], [0.061, 0.657, 1.890], [-2.799, 0.490, 0.620], [0.245, 0.817, -1.937], [0.187, -0.942, -1.586]],
  "atomic_forces_ev_per_a": [[1.37, -0.94, -0.08], [-1.81, -0.58, -0.14], [-0.01, -1.61, 1.28], [1.11, 0.12, -0.39], [0.97, -1.26, -1.02], [-0.85, 0.60, -0.68], [1.34, 1.64, 0.29], [-0.22, 1.46, -0.48], [0.00, -0.01, -0.60], [-1.57, 1.47, 1.04], [-0.25, -0.62, 0.78], [-0.07, -0.26, 0.01]],
  "nbo_charge": [-0.343, 0.182, -0.250, -0.575, 0.176, -0.241, 0.165, 0.189, 0.200, 0.100, 0.199, 0.197],
  "smiles": "FC1CN(S)C1",
  "e_tot_ha": -670.6425,
  "homo_ev": -8.692,
  "homo_lumo_gap_ev": 9.6,
  "lumo_energy_ha": 0.035
}

{
  "formula": "C49H55GeMnN3OP2SSe",
  "method": "ωB97M-V/def2-TZVPD",
  "symbols": ["Mn", "O", "C", "C", "C", "C", "C", "C", "P", "C", "C", "C", "C", "C", "C", "C", "C", "C", "C", "C", "C", "C", "C", "C", "C", "C", "C", "P", "C", "C", "C", "C", "C", "C", "C", "C", "C", "C", "C", "C", "H", "H", "H", "H", "H", "H", "H", "H", "H", "H", "H", "H", "H", "H", "H", "H", "H", "H", "H", "H", "H", "H", "H", "H", "H", "H", "H", "H", "S", "C", "C", "C", "N", "C", "N", "C", "C", "C", "N", "C", "H", "H", "H", "H", "H", "H", "H", "H", "H", "H", "H", "H", "H", "C", "Ge", "C", "C", "C", "Se", "C", "H", "H", "H", "H", "H", "H", "H", "H", "H", "H", "H", "H", "H", "H"],
  "coordinates": [[-8.306, 20.671, 5.794], [-8.419, 22.667, 5.228], [-9.717, 23.242, 4.892], [-9.896, 24.567, 4.805], [-11.096, 25.060, 4.358], [-12.088, 24.255, 3.920], [-11.951, 22.897, 4.102], [-10.767, 22.323, 4.683], [-10.675, 20.591, 5.182], [-11.688, 19.567, 4.014], [-12.461, 18.493, 4.460], [-13.458, 17.916, 3.655], [-13.623, 18.339, 2.339], [-12.801, 19.321, 1.844], [-11.873, 19.968, 2.694], [-11.675, 20.381, 6.749], [-11.286, 19.368, 7.619], [-12.007, 19.154, 8.854], [-13.004, 20.037, 9.168], [-13.438, 20.959, 8.223], [-12.758, 21.148, 7.043], [-7.281, 23.260, 4.816], [-7.218, 24.057, 3.705], [-6.017, 24.673, 3.433], [-4.836, 24.265, 4.097], [-4.880, 23.426, 5.154], [-6.190, 22.988, 5.596], [-6.420, 21.935, 6.988], [-5.007, 20.986, 7.352], [-4.932, 19.712, 6.909], [-3.793, 18.944, 7.177], [-2.800, 19.480, 7.997], [-2.746, 20.824, 8.355], [-3.907, 21.552, 8.020], [-6.801, 23.082, 8.387], [-6.532, 22.679, 9.693], [-6.829, 23.576, 10.725], [-7.405, 24.811, 10.445], [-7.605, 25.195, 9.112], [-7.290, 24.370, 8.070], [-9.105, 25.334, 4.906], [-11.175, 26.104, 4.224], [-13.012, 24.676, 3.500], [-12.896, 22.351, 3.968], [-12.350, 18.061, 5.434], [-14.070, 17.158, 4.056], [-14.407, 17.820, 1.787], [-12.734, 19.643, 0.822], [-11.376, 20.789, 2.197], [-10.544, 18.559, 7.340], [-11.972, 18.352, 9.578], [-13.629, 19.805, 10.055], [-14.282, 21.598, 8.408], [-13.105, 21.899, 6.368], [-8.118, 24.281, 3.139], [-5.866, 25.274, 2.518], [-3.842, 24.444, 3.675], [-3.924, 23.139, 5.667], [-5.699, 19.183, 6.402], [-3.750, 17.882, 6.995], [-1.958, 18.887, 8.216], [-1.922, 21.230, 8.878], [-3.971, 22.612, 8.325], [-6.157, 21.734, 9.907], [-6.652, 23.284, 11.726], [-7.675, 25.603, 11.192], [-8.079, 26.166, 8.934], [-7.588, 24.678, 7.140], [-9.837, 22.377, 8.516], [-9.149, 21.576, 7.424], [-8.828, 15.296, 4.685], [-9.377, 16.499, 3.975], [-8.795, 17.673, 4.770], [-8.607, 17.790, 6.114], [-8.190, 18.956, 6.648], [-7.905, 18.922, 8.130], [-7.452, 17.583, 8.669], [-8.522, 16.594, 8.195], [-8.691, 16.660, 6.800], [-8.999, 15.335, 6.215], [-7.761, 15.346, 4.463], [-9.194, 14.332, 4.264], [-10.452, 16.522, 3.883], [-9.056, 16.550, 2.981], [-8.625, 18.478, 4.169], [-8.862, 19.283, 8.618], [-7.296, 19.718, 8.478], [-7.444, 17.623, 9.684], [-6.492, 17.199, 8.220], [-9.529, 16.767, 8.727], [-8.176, 15.573, 8.521], [-10.000, 15.036, 6.527], [-8.276, 14.637, 6.629], [-3.239, 19.461, 3.598], [-4.258, 19.306, 1.957], [-3.552, 17.811, 0.850], [-4.480, 21.127, 1.188], [-5.993, 18.772, 2.994], [-6.937, 20.433, 3.439], [-8.163, 20.271, 1.953], [-2.120, 19.659, 3.577], [-3.270, 18.498, 4.159], [-3.712, 20.254, 4.153], [-3.215, 17.050, 1.537], [-2.740, 18.245, 0.329], [-4.252, 17.428, 0.101], [-3.463, 21.339, 0.953], [-4.785, 21.802, 2.019], [-5.074, 21.278, 0.297], [-5.702, 18.218, 3.893], [-6.712, 18.189, 2.406], [-8.769, 19.395, 2.097], [-7.502, 20.137, 1.072], [-8.680, 21.255, 1.847]],
  "atomic_forces_ev_per_a": [[-0.28, 0.61, 1.28], [-3.32, -0.56, -0.09], [0.62, -2.76, 0.29], [1.16, 2.28, -0.01], [0.44, 0.74, -0.41], [-1.32, -0.34, -0.35], [-0.19, -1.04, 1.23], [-1.40, 1.14, -1.07], [-0.38, -0.72, 0.38], [0.09, 0.74, -0.30], [-0.73, -0.52, -0.26], [1.60, 1.39, -0.09], [-0.61, -0.86, 0.38], [1.28, 0.67, 0.67], [-0.64, -0.52, -0.94], [1.85, -1.07, -0.84], [-0.26, -2.42, 1.45], [0.64, 0.69, -1.52], [-1.75, -0.32, 0.24], [0.08, 0.68, 0.50], [-0.70, 0.54, 0.19], [1.46, 0.85, 0.16], [-0.25, 1.17, -0.41], [1.50, -0.58, -1.39], [0.27, 0.38, -1.41], [-1.05, -0.94, 1.86], [2.82, 0.51, -0.65], [-1.79, 0.23, 0.38], [1.28, 1.24, 0.65], [1.45, -2.58, -0.28], [-0.24, 0.65, 1.56], [0.27, 0.41, -1.17], [-2.83, -0.39, -1.11], [0.88, 1.07, 0.89], [0.93, -0.21, -1.20], [-1.16, 2.32, -0.45], [-0.46, 0.26, -0.63], [0.09, 1.06, 0.02], [-0.54, 0.74, 0.96], [0.31, -1.68, 2.45], [-0.32, -0.90, 0.34], [-0.16, 1.05, 0.08], [0.51, -0.31, 0.23], [0.87, -0.43, -0.16], [0.12, 0.16, 0.56], [-0.56, -0.79, 0.39], [0.32, 0.42, -0.33], [-0.65, -0.07, -0.35], [0.44, 0.19, 0.46], [-0.82, 1.41, 0.23], [1.07, -0.44, -0.43], [0.58, 0.59, -0.53], [-0.32, 0.02, 0.22], [-0.15, 0.41, -0.38], [0.34, -0.09, -0.11], [-0.46, -0.17, 0.73], [-0.49, 0.68, 0.13], [-1.25, 0.06, -0.42], [-0.98, 0.06, -0.51], [-0.07, -0.04, -0.49], [0.81, -0.84, 0.43], [0.55, 0.47, 0.43], [0.05, -0.62, -0.18], [0.73, -1.53, 0.33], [0.20, -0.21, 0.92], [0.41, -1.33, -0.39], [0.31, -0.31, -0.08], [-0.16, 0.45, -2.44], [0.62, -0.64, -0.77], [-0.55, -0.01, 0.51], [0.36, -0.86, -0.14], [-0.03, 0.65, 2.85], [-1.04, 0.32, -1.55], [0.91, -0.50, -1.64], [0.29, -0.26, 0.66], [-1.95, 0.55, -0.03], [-0.58, -0.58, -4.09], [-0.49, -0.53, 3.39], [-0.34, -1.11, -0.74], [-0.01, 0.25, -1.28], [0.13, -0.35, 0.17], [0.10, 0.69, 0.42], [-0.54, 0.28, 0.60], [1.04, 0.30, -1.38], [0.07, -0.05, 0.79], [0.59, -1.08, -0.21], [1.32, 0.71, -0.53], [0.39, -0.01, 2.94], [-0.65, 0.82, 0.66], [1.37, -0.18, -0.58], [-0.57, 0.85, -0.65], [-0.05, 0.02, 0.02], [-0.11, -0.05, 0.17], [2.11, -0.66, 0.33], [-0.62, -0.62, 0.08], [-1.55, 0.74, 0.48], [-0.36, -0.54, 1.18], [0.27, 0.09, -0.68], [0.00, -0.35, 0.95], [0.66, 1.22, -0.60], [-1.38, 0.10, -0.42], [-0.40, 0.65, -0.30], [-0.11, 0.27, 0.60], [0.10, -0.30, 0.00], [1.10, 0.25, -0.55], [0.06, -0.03, 0.30], [0.88, 0.53, -0.35], [0.14, -0.37, -0.70], [-0.23, -0.14, -0.05], [-0.14, 0.21, -0.12], [0.17, -0.01, 0.22], [-0.61, -0.04, -0.12], [-0.46, 0.05, 0.43], [0.02, -1.05, 0.08]],
  "mulliken_charge": [1.269, 0.697, -0.260, -0.138, -1.013, -1.113, -0.626, 0.500, 1.668, 1.124, -0.723, -0.755, -0.683, -0.949, -0.508, -0.040, 0.836, -1.059, -0.912, -0.726, -0.978, -0.201, -0.260, -1.146, -0.645, -1.170, -0.166, 2.982, 0.547, -0.353, -1.714, -0.822, -0.982, -0.183, 0.403, -0.737, -1.016, -0.598, -0.825, -0.655, 0.533, 0.520, 0.463, 0.535, 0.528, 0.523, 0.429, 0.497, 0.459, 0.152, 0.457, 0.402, 0.468, 0.418, 0.614, 0.401, 0.450, 0.382, 0.575, 0.558, 0.491, 0.552, 0.496, 0.655, 0.523, 0.399, 0.462, 0.651, 0.066, -0.139, -0.799, -0.706, 1.092, -0.453, 2.072, -0.570, -0.708, -0.732, 0.433, -0.610, 0.307, 0.435, 0.246, 0.424, -1.350, 0.270, -0.321, 0.674, 0.080, 0.092, 0.539, 0.311, 0.435, -0.830, 0.692, -1.201, -1.002, -1.158, -0.077, -1.280, 0.440, 0.300, 0.009, 0.377, 0.420, 0.395, 0.493, 0.139, 0.366, 0.281, 0.730, 0.349, 0.548, 0.258],
  "e_tot_ha": -8848.9324,
  "homo_ev": [-15.648, -15.865],
  "charge": 3,
  "spin_multiplicity": 3,
  "homo_lumo_gap_ev": [7.0, 7.1],
  "lumo_energy_ha": [-0.319, -0.324]
}

{
  "formula": "C5H6N2S",
  "method": "ωB97M-V/def2-TZVPD",
  "symbols": ["S", "C", "C", "C", "C", "N", "N", "C", "H", "H", "H", "H", "H", "H"],
  "coordinates": [[-3.330, -0.235, -0.353], [-2.197, 0.897, 0.186], [-0.765, 0.471, 0.107], [-0.447, -0.869, -0.052], [0.956, -1.319, 0.061], [1.958, -0.264, -0.241], [1.585, 1.110, -0.447], [0.355, 1.401, -0.148], [-2.311, 1.959, 0.852], [-1.293, -1.621, -0.031], [0.997, -1.586, 1.114], [1.447, -2.111, -0.673], [2.844, -0.371, -0.292], [0.200, 2.537, -0.082]],
  "atomic_forces_ev_per_a": [[0.72, 2.78, 0.98], [0.00, -0.32, 1.27], [0.58, -1.94, -1.36], [-1.77, 1.24, 0.24], [3.15, -0.52, -1.79], [-9.22, 4.14, -0.13], [-0.64, -2.27, 1.84], [0.96, 2.31, 0.18], [-0.30, -2.91, -2.21], [1.38, 0.89, -0.03], [0.57, -0.76, 0.25], [-2.25, 0.44, 1.80], [6.98, -1.29, -0.54], [-0.14, -1.79, -0.50]],
  "nbo_charge": [0.022, -0.244, -0.224, -0.052, -0.290, -0.465, -0.185, -0.033, 0.235, 0.244, 0.201, 0.226, 0.367, 0.200],
  "smiles": "S=CC1=CCNN=C1",
  "e_tot_ha": -701.6589,
  "homo_ev": -7.930,
  "homo_lumo_gap_ev": 6.8,
  "lumo_energy_ha": -0.043
}

What is the formula in the second record?
C49H55GeMnN3OP2SSe